Run A
A 3-piece molecular cluster, C3H12O2S2 overall. Source: the OMol25 dataset; level of theory: ωB97M-V/def2-TZVPD.

Values from the calculation:
E_HOMO (alpha / beta) ... -0.2443 / -2.9810 eV
2S+1 ... 2
Charge ... -1
⟨S²⟩ ... 0.7543

Each line ends with the Löwdin charge.
CARTESIAN COORDINATES (ANGSTROEM)
C 1.861 2.973 -0.314  -0.235
C 1.100 1.765 0.167  -0.695
S 0.349 0.839 -1.233  0.227
S 0.383 -1.112 -0.144  0.232
C 0.508 -2.256 -1.567  -0.557
H 2.781 2.680 -0.832  0.058
H 1.398 3.626 -1.044  0.042
H 2.106 3.582 0.570  0.057
H 0.356 1.940 0.948  0.054
H 1.720 0.961 0.578  0.005
H 1.166 -1.922 -2.372  0.006
H -0.502 -2.262 -1.977  -0.007
H 0.766 -3.251 -1.226  -0.006
H -3.764 -0.314 0.205  0.023
H -2.201 -0.610 -0.078  -0.029
O -2.932 -0.623 0.569  -0.101
H -1.807 -0.929 2.561  -0.008
H -1.215 -1.820 3.607  0.006
O -1.331 -0.907 3.396  -0.072

Run B
A 3-piece molecular cluster, C3H12O2S2 overall. Source: the OMol25 dataset; level of theory: ωB97M-V/def2-TZVPD.

Values from the calculation:
E_HOMO (alpha / beta) ... 0.3444 / -3.6949 eV
2S+1 ... 2
Charge ... -1
⟨S²⟩ ... 0.7530

Each line ends with the Löwdin charge.
CARTESIAN COORDINATES (ANGSTROEM)
C 1.662 -1.559 -0.838  -0.205
C 1.066 -0.333 -1.497  -0.576
S -0.647 0.446 -1.071  0.151
S -1.489 -1.408 -0.610  0.282
C -2.565 -1.135 0.852  -0.495
H 1.628 -1.469 0.254  0.060
H 1.017 -2.409 -1.077  0.022
H 2.672 -1.800 -1.173  0.057
H 0.827 -0.523 -2.545  0.025
H 1.625 0.598 -1.360  0.009
H -2.046 -0.881 1.775  0.001
H -3.108 -2.071 0.968  0.003
H -3.189 -0.279 0.583  0.007
H 1.098 3.120 -0.361  -0.012
H 1.164 4.228 0.628  0.005
O 0.542 3.592 0.270  -0.125
H -0.575 0.968 2.200  0.031
H 0.127 0.524 1.008  -0.077
O 0.192 0.392 1.995  -0.163

Decreasing stability: run A, run B

Run A
An isolated ion of composition C3H8N3S and charge +1. Source: the OMol25 dataset; level of theory: ωB97M-V/def2-TZVPD.

Values from the calculation:
E_HOMO ... -14.0196 eV
Charge ... +1

Each line ends with the Löwdin charge.
CARTESIAN COORDINATES (ANGSTROEM)
C 0.135 -0.037 0.744  -0.327
C -0.310 1.150 -0.013  -0.660
C 0.965 -0.964 -0.269  -0.149
N -1.028 -0.908 1.116  0.048
N -1.591 1.225 -0.375  0.179
N 1.029 -0.402 -1.383  0.106
S 0.662 2.446 -0.514  0.940
H 0.777 0.239 1.590  0.152
H 1.385 -2.033 0.090  0.182
H -1.126 -1.193 2.106  0.114
H -1.986 0.314 -0.413  0.111
H -2.022 1.943 -0.926  0.136
H 1.470 -0.755 -2.168  0.058
H -0.884 -1.772 0.595  0.072
H 2.025 2.190 0.068  0.036

Run B
An isolated ion of composition C3H8N3S and charge +1. Source: the OMol25 dataset; level of theory: ωB97M-V/def2-TZVPD.

Values from the calculation:
E_HOMO ... -12.6664 eV
SMILES ... N[C@@]1(NC=[NH2+])CS1
Charge ... +1

Each line ends with the Löwdin charge.
CARTESIAN COORDINATES (ANGSTROEM)
N -0.716 -1.528 0.599  0.090
C -0.932 -0.190 0.182  -0.513
N 0.340 0.576 0.305  0.108
C 1.573 0.174 0.098  -0.123
N 2.644 0.889 0.300  0.222
C -1.859 0.166 -1.016  -0.539
S -2.879 0.607 0.313  0.824
H -1.256 -2.099 0.015  0.071
H -1.034 -1.864 1.509  0.118
H 0.161 1.591 0.521  0.192
H 1.696 -0.775 -0.393  0.164
H 3.473 0.467 -0.002  0.123
H 2.619 1.739 0.794  0.130
H -1.646 0.963 -1.717  0.077
H -2.183 -0.716 -1.508  0.057

Run C
An isolated ion of composition C3H8N3S and charge +1. Source: the OMol25 dataset; level of theory: ωB97M-V/def2-TZVPD.

Values from the calculation:
E_HOMO ... -13.9440 eV
SMILES ... C[C@H]1N=N[C@@H]([NH3+])S1
Charge ... +1

Each line ends with the Löwdin charge.
CARTESIAN COORDINATES (ANGSTROEM)
C -1.082 -0.022 -1.808  -0.079
C -0.613 -1.070 -0.784  -0.460
N 0.758 -0.980 -0.842  -0.007
N 1.422 -0.684 0.100  0.068
C 0.635 -0.287 1.358  -0.591
N 0.798 1.241 1.386  0.231
S -1.071 -0.760 1.218  0.892
H -0.936 1.076 -1.502  0.092
H -2.189 -0.127 -2.087  0.118
H -0.283 -0.135 -2.563  0.088
H -1.150 -2.033 -0.855  0.122
H 1.071 -0.724 2.215  0.096
H 0.567 1.535 2.289  0.143
H 0.327 1.645 0.558  0.172
H 1.746 1.325 1.316  0.114

Run D
A 2-piece molecular cluster, C3H8N3S overall. Source: the OMol25 dataset; level of theory: ωB97M-V/def2-TZVPD.

Values from the calculation:
E_HOMO (alpha / beta) ... -12.0442 / -12.0448 eV
Charge ... +1

Each line ends with the Löwdin charge.
CARTESIAN COORDINATES (ANGSTROEM)
C -0.363 0.292 -1.241  -0.272
C 0.386 -0.745 -1.801  -0.467
C -0.151 -0.463 2.270  0.208
N -1.490 0.734 -0.814  0.102
N 0.980 0.880 0.871  0.070
N 0.339 0.688 1.950  -0.059
S 0.480 -1.548 -3.397  0.846
H 0.399 0.906 0.006  0.021
H 1.329 -0.934 -1.260  0.057
H -0.770 -0.485 3.160  0.123
H -2.267 0.165 -1.130  0.076
H 0.055 -1.331 1.719  0.107
H 1.569 1.737 0.896  0.168
H 0.250 1.515 2.503  0.187
H -0.747 -1.409 -3.732  -0.164

Decreasing stability: run B, run A, run C, run D

Run A
An isolated ion of composition C6H15N and charge -1. Source: the OMol25 dataset; level of theory: ωB97M-V/def2-TZVPD.

Values from the calculation:
E_HOMO (alpha / beta) ... 1.4624 / -4.8407 eV
2S+1 ... 2
Charge ... -1
⟨S²⟩ ... 0.7502

Each line ends with the Löwdin charge.
CARTESIAN COORDINATES (ANGSTROEM)
C -1.872 1.986 -0.983  -0.207
N -1.457 0.607 -0.589  -0.104
C -0.059 0.411 -0.200  -0.407
C 0.524 -0.911 -0.550  -0.419
C 2.013 -0.690 -0.360  -0.219
C 0.161 -2.146 0.392  -0.231
C 0.026 0.581 1.472  -0.217
H -2.542 1.892 -1.793  0.029
H -1.010 2.730 -1.166  0.093
H -2.449 2.459 -0.234  0.015
H -2.186 0.238 0.030  0.075
H 0.555 1.158 -0.682  0.106
H 0.348 -1.146 -1.623  0.127
H 2.316 0.127 0.429  0.078
H 2.697 -1.611 -0.373  0.065
H 2.572 -0.257 -1.276  0.066
H -0.872 -2.536 0.387  0.033
H 0.477 -1.944 1.542  0.070
H 0.737 -3.015 0.254  -0.004
H -0.164 -0.445 1.855  0.005
H 0.954 1.144 1.703  0.010
H -0.770 1.369 1.764  0.035

Run B
A 2-piece molecular cluster, C6H15N overall. Source: the OMol25 dataset; level of theory: ωB97M-V/def2-TZVPD.

Values from the calculation:
E_HOMO (alpha / beta) ... 0.9680 / -3.5388 eV
2S+1 ... 2
Charge ... -1
⟨S²⟩ ... 0.7533

Each line ends with the Löwdin charge.
CARTESIAN COORDINATES (ANGSTROEM)
C -0.683 2.389 1.987  -0.138
C -1.282 -1.188 0.601  -0.133
C -1.457 0.021 1.505  -0.301
C -0.533 1.161 1.103  -0.304
H -1.701 2.780 1.907  0.063
H -0.006 3.179 1.660  0.059
H -0.490 2.180 3.039  0.061
H -1.936 -2.008 0.904  0.060
H -0.252 -1.537 0.573  0.065
H -1.559 -0.910 -0.416  0.066
H -1.299 -0.247 2.554  0.099
H -2.493 0.369 1.419  0.100
H 0.503 0.814 1.090  0.089
H -0.759 1.446 0.074  0.110
C 1.054 -1.782 -2.426  -0.306
C 2.596 -0.064 -2.133  -0.303
N 1.469 -0.451 -2.751  -0.252
H 0.001 -1.751 -2.107  0.025
H 1.648 -2.215 -1.604  0.031
H 1.108 -2.447 -3.303  0.033
H 2.988 0.932 -2.317  -0.062
H 3.082 -0.668 -1.358  -0.061

Decreasing stability: run B, run A

Run A
A 8-piece molecular cluster, H16O8 overall. Source: the OMol25 dataset; level of theory: ωB97M-V/def2-TZVPD.

Values from the calculation:
E_HOMO ... -10.7467 eV
SMILES ... O.O.O.O.O.O.O.O
Charge ... 0

Each line ends with the Löwdin charge.
CARTESIAN COORDINATES (ANGSTROEM)
O 0.372 -1.906 0.059  -0.052
H 0.837 -2.723 -0.163  0.072
H -0.507 -2.016 -0.324  0.070
O 0.776 -2.248 3.132  -0.062
H 0.339 -3.087 3.307  0.035
H 0.525 -2.031 2.227  -0.016
O 2.125 2.976 -0.169  -0.068
H 1.360 2.382 -0.126  -0.013
H 1.879 3.654 -0.805  0.023
O 3.015 -0.630 0.627  -0.056
H 3.202 -0.086 -0.145  0.033
H 2.228 -1.138 0.388  -0.017
O -0.813 -0.425 -3.442  -0.074
H 0.127 -0.241 -3.527  0.034
H -1.208 0.410 -3.136  -0.019
O -1.849 -0.781 2.723  -0.060
H -2.628 -0.722 3.285  0.037
H -1.209 -0.186 3.130  0.041
O -2.202 1.815 -2.347  -0.039
H -1.887 2.668 -2.023  0.067
H -3.131 1.960 -2.559  0.068
O -0.202 1.081 0.030  -0.041
H -0.831 0.992 -0.695  0.015
H -0.317 0.280 0.553  0.021

Run B
H16O8 as an isolated structure. Source: the OMol25 dataset; level of theory: ωB97M-V/def2-TZVPD.

Values from the calculation:
E_HOMO ... -9.6948 eV
Charge ... 0

Each line ends with the Löwdin charge.
CARTESIAN COORDINATES (ANGSTROEM)
O 1.144 -2.179 1.117  -0.090
H 0.955 -1.312 0.758  -0.060
H 1.653 -2.005 1.910  0.043
O -2.685 2.035 0.207  -0.042
H -2.143 1.396 -0.256  -0.166
H -2.804 2.748 -0.421  0.034
O -0.359 -0.288 0.472  -0.030
H 0.517 0.076 0.602  0.019
H -0.707 0.189 -0.282  -0.111
O 0.684 -1.389 -1.409  -0.011
H 1.083 -0.520 -1.378  0.027
H 1.294 -1.915 -1.927  0.083
O -1.577 0.704 -1.095  0.013
H -1.020 1.458 -1.285  0.147
H -1.265 0.019 -1.685  0.136
O -3.429 -0.486 -0.166  -0.033
H -2.504 -0.415 0.069  0.003
H -3.807 -1.044 0.515  0.055
O 2.246 1.569 1.452  -0.056
H 3.129 1.838 1.200  0.027
H 2.078 0.782 0.933  -0.146
O 2.269 -0.447 0.532  -0.050
H 2.028 -0.274 -0.379  0.066
H 3.221 -0.539 0.515  0.144

Decreasing stability: run A, run B

Run A
A 8-piece molecular cluster, H16O8 overall. Source: the OMol25 dataset; level of theory: ωB97M-V/def2-TZVPD.

Values from the calculation:
E_HOMO ... -10.8591 eV
SMILES ... O.O.O.O.O.O.O.O
Charge ... 0

Each line ends with the Löwdin charge.
CARTESIAN COORDINATES (ANGSTROEM)
O 0.213 -0.220 1.677  -0.042
H -0.324 -0.606 2.378  0.036
H -0.432 0.085 1.028  0.011
O 3.933 1.016 -1.474  -0.067
H 3.578 0.757 -0.616  0.027
H 4.133 0.179 -1.907  0.032
O 3.832 -1.149 1.852  -0.057
H 3.599 -0.970 2.769  0.033
H 3.751 -2.106 1.772  0.032
O -3.007 -0.688 -1.808  -0.051
H -3.364 -0.437 -0.948  0.031
H -2.857 -1.637 -1.731  0.028
O -1.295 -3.175 -0.290  -0.049
H -1.141 -4.114 -0.447  0.045
H -0.926 -3.020 0.587  0.036
O 0.065 -0.582 -1.240  -0.059
H -0.644 -0.620 -0.588  -0.022
H -0.342 -0.156 -2.003  0.038
O 1.754 3.531 -0.408  -0.065
H 2.636 3.903 -0.520  0.033
H 1.482 3.298 -1.302  0.031
O -4.924 2.405 1.428  -0.056
H -5.431 2.577 0.626  0.036
H -4.290 1.729 1.165  0.020

Run B
A 8-piece molecular cluster, H16O8 overall. Source: the OMol25 dataset; level of theory: ωB97M-V/def2-TZVPD.

Values from the calculation:
E_HOMO ... -10.5472 eV
SMILES ... O.O.O.O.O.O.O.O
Charge ... 0

Each line ends with the Löwdin charge.
CARTESIAN COORDINATES (ANGSTROEM)
O -8.462 2.773 -24.302  -0.043
H -9.392 2.535 -24.075  0.091
H -7.927 2.510 -23.598  -0.058
O -8.896 3.150 -21.256  -0.033
H -9.546 3.746 -21.622  -0.009
H -9.453 2.525 -20.752  0.099
O -5.915 2.745 -25.626  -0.013
H -5.989 1.956 -26.153  0.034
H -6.769 2.723 -25.309  -0.064
O -6.793 2.239 -22.316  -0.045
H -7.593 2.672 -21.964  -0.037
H -6.152 2.916 -22.243  0.042
O -10.816 4.726 -22.485  -0.021
H -11.556 4.111 -22.492  0.072
H -11.115 5.501 -22.020  0.065
O -6.415 7.451 -20.430  -0.030
H -7.079 7.510 -21.074  -0.023
H -5.957 8.285 -20.587  0.043
O -5.920 7.362 -23.505  -0.068
H -6.270 8.202 -23.069  0.058
H -6.529 6.698 -23.256  -0.059
O -7.662 5.189 -23.125  -0.038
H -7.826 4.308 -23.471  -0.007
H -8.477 5.399 -22.626  0.043

Decreasing stability: run B, run A

Run A
A 8-piece molecular cluster, H16O8 overall. Source: the OMol25 dataset; level of theory: ωB97M-V/def2-TZVPD.

Values from the calculation:
E_HOMO ... -10.4025 eV
SMILES ... O.O.O.O.O.O.O.O
Charge ... 0

Each line ends with the Löwdin charge.
CARTESIAN COORDINATES (ANGSTROEM)
O -29.545 -41.742 9.584  -0.168
H -30.293 -41.698 8.907  -0.005
H -28.810 -41.183 9.058  0.102
O -33.472 -39.683 6.366  0.034
H -33.802 -39.054 6.940  0.020
H -34.123 -40.242 6.087  -0.048
O -30.336 -40.503 4.700  -0.076
H -30.623 -41.294 4.083  0.084
H -30.299 -40.562 5.588  -0.081
O -35.168 -41.743 5.651  0.015
H -34.464 -42.134 5.950  -0.109
H -35.106 -41.735 4.673  0.097
O -33.394 -43.383 7.050  -0.103
H -33.859 -43.660 7.921  0.127
H -33.391 -44.287 6.558  0.122
O -30.380 -43.273 4.315  -0.069
H -30.846 -44.124 4.538  0.069
H -30.039 -43.266 5.210  0.036
O -31.730 -37.668 9.498  -0.009
H -31.650 -38.353 10.123  0.013
H -32.145 -38.159 8.819  -0.006
O -31.366 -41.442 7.327  -0.092
H -32.037 -42.128 7.135  0.006
H -32.011 -40.690 7.223  0.040

Run B
A 8-piece molecular cluster, H16O8 overall. Source: the OMol25 dataset; level of theory: ωB97M-V/def2-TZVPD.

Values from the calculation:
E_HOMO ... -9.5227 eV
SMILES ... O.O.O.O.O.O.O.O
Charge ... 0

Each line ends with the Löwdin charge.
CARTESIAN COORDINATES (ANGSTROEM)
O -0.501 -1.104 -0.582  -0.031
H 0.315 -1.024 -1.036  -0.002
H -0.295 -1.066 0.359  0.045
O 0.436 2.394 -1.251  -0.058
H 0.150 2.830 -0.486  -0.011
H 0.147 1.494 -1.043  0.033
O -0.951 1.338 4.220  -0.097
H -1.366 2.007 3.561  0.055
H -0.013 1.363 4.059  0.011
O -1.939 2.896 1.355  -0.085
H -2.762 2.446 0.978  0.088
H -2.079 3.812 1.057  0.047
O -2.790 -2.926 1.385  -0.050
H -1.881 -2.897 1.032  0.025
H -2.919 -2.135 1.887  0.017
O 1.872 -3.753 -0.671  -0.042
H 1.630 -3.825 -1.640  0.047
H 1.218 -3.257 -0.217  -0.006
O 2.613 2.537 -0.800  -0.108
H 3.001 2.539 -1.724  0.080
H 2.437 3.411 -0.440  0.032
O 1.446 -2.007 -3.364  -0.058
H 1.691 -2.824 -2.929  -0.013
H 0.539 -2.249 -3.711  0.082

Run C
A 8-piece molecular cluster, H16O8 overall. Source: the OMol25 dataset; level of theory: ωB97M-V/def2-TZVPD.

Values from the calculation:
E_HOMO ... -11.3297 eV
SMILES ... O.O.O.O.O.O.O.O
Charge ... 0

Each line ends with the Löwdin charge.
CARTESIAN COORDINATES (ANGSTROEM)
O -3.413 0.138 2.809  -0.050
H -3.304 0.582 1.968  0.025
H -3.492 0.848 3.447  0.026
O -1.971 1.908 -5.097  -0.053
H -2.286 1.999 -4.198  0.026
H -2.056 2.784 -5.472  0.027
O 0.683 -0.276 0.108  -0.053
H 0.251 0.221 -0.587  0.028
H 1.446 -0.668 -0.316  0.028
O -1.343 -3.590 2.408  -0.052
H -0.671 -2.956 2.160  0.023
H -0.876 -4.423 2.472  0.026
O -2.083 -2.243 -3.173  -0.054
H -2.944 -2.370 -2.774  0.028
H -1.541 -2.938 -2.801  0.027
O 3.962 -3.000 2.166  -0.055
H 3.503 -2.805 2.984  0.028
H 4.567 -2.268 2.050  0.029
O 1.734 3.148 2.564  -0.052
H 0.877 3.499 2.809  0.025
H 1.699 2.227 2.824  0.026
O 2.534 3.483 -1.755  -0.051
H 1.848 3.905 -2.272  0.026
H 2.876 2.794 -2.325  0.026

Run D
A 8-piece molecular cluster, H16O8 overall. Source: the OMol25 dataset; level of theory: ωB97M-V/def2-TZVPD.

Values from the calculation:
E_HOMO ... -9.4182 eV
SMILES ... O.O.O.O.O.O.O.O
Charge ... 0

Each line ends with the Löwdin charge.
CARTESIAN COORDINATES (ANGSTROEM)
O -2.194 2.020 -1.221  -0.006
H -1.965 1.228 -0.760  0.022
H -2.892 1.891 -1.838  0.047
O -0.184 -2.822 0.355  -0.067
H -1.049 -2.589 0.752  0.009
H -0.247 -3.675 -0.073  0.045
O 0.841 -1.149 -1.807  -0.075
H 1.321 -0.439 -1.309  0.027
H 0.162 -1.422 -1.203  -0.030
O 0.040 3.413 -1.074  -0.070
H 0.487 2.805 -0.501  -0.035
H -0.802 2.964 -1.134  -0.045
O -2.656 -1.585 0.838  0.011
H -3.153 -1.325 0.100  0.037
H -3.356 -2.009 1.286  0.044
O -0.047 0.519 0.688  -0.034
H 0.804 0.381 1.091  -0.017
H -0.633 -0.041 1.166  0.005
O 2.499 1.952 -0.150  -0.061
H 2.861 1.237 -0.690  0.036
H 3.007 1.900 0.716  0.083
O 2.299 -0.712 1.530  -0.022
H 2.675 -1.269 0.912  0.010
H 2.182 -1.273 2.327  0.087

Decreasing stability: run D, run C, run A, run B